C40H67FO21SSi2 as an isolated structure, computed with the ωB97M-V functional and the def2-TZVPD basis.

Properties
total energy = -114875.42785 eV
ΔE to the lowest compared entry with this formula, charge and spin = 89.6 kJ/mol
HOMO-LUMO gap = 10.221 eV
total charge = 0
strongest force on any atom = 4.4 eV Å⁻¹

Last column: Mulliken charge in e.
Atoms and positions in Å:
S  -1.049  3.337  0.825  1.05
Si  2.542  5.153  1.054  0.57
Si  0.078  4.785  -0.412  0.58
F  1.873  3.898  3.608  -0.39
O  0.448  -5.342  -6.143  -0.59
O  -4.129  -7.509  3.082  -0.61
O  6.899  3.618  3.297  -0.60
O  0.954  5.717  0.712  -0.33
O  -4.168  -1.658  -6.020  -0.63
O  0.301  -6.650  -4.319  -0.39
O  -5.198  -6.684  1.284  -0.30
O  -1.095  -6.341  -0.524  -0.25
O  -0.331  -0.325  5.990  -0.41
O  6.931  3.079  1.110  -0.33
O  -2.422  3.095  0.264  -0.66
O  0.620  1.288  -3.742  -0.66
O  -3.246  -5.679  -0.648  -0.58
O  3.308  5.707  -2.539  -0.20
O  0.590  5.391  8.559  -0.36
O  1.053  -0.935  4.325  -0.62
O  1.559  7.027  -2.000  -0.61
O  -1.218  6.677  8.933  -0.57
O  -1.252  0.258  -4.453  -0.29
O  -2.372  -2.932  -6.466  -0.21
O  -0.338  2.017  0.855  -0.63
C  -1.373  1.341  -2.370  0.67
C  -0.525  0.975  -3.562  0.29
C  -0.182  -5.746  -5.205  0.62
C  -0.992  0.244  3.803  0.35
C  -0.100  -6.409  0.515  -0.45
C  -2.283  -2.695  -8.800  -0.65
C  -2.231  -5.781  -0.023  0.40
C  -1.604  -5.379  -4.855  -0.20
C  -0.148  6.720  6.765  -0.46
C  -2.538  0.375  -2.493  -0.79
C  7.263  1.909  0.344  -0.37
C  7.166  2.844  2.426  0.56
C  -1.713  -5.854  -3.415  -0.36
C  -3.191  -1.615  -8.234  -0.43
C  -1.480  -3.111  -7.584  -0.26
C  -0.508  -5.360  1.529  -0.64
C  3.301  2.000  3.481  -1.36
C  -5.815  -8.844  1.972  -0.40
C  2.656  3.276  1.344  -0.27
C  -1.212  4.132  2.464  -0.63
C  -1.629  0.281  6.081  -0.55
C  7.756  1.467  2.612  -0.43
C  3.238  5.889  -4.876  -0.52
C  0.777  5.637  6.234  0.25
C  -6.298  -8.619  0.548  -0.53
C  -2.611  0.148  -3.989  -0.19
C  4.115  5.488  -3.708  -0.47
C  -2.024  -5.370  1.412  -0.12
C  -0.363  6.285  8.194  0.50
C  -3.343  -2.048  -6.798  0.40
C  -6.278  -7.108  0.440  -0.37
C  -4.933  -7.642  2.202  0.53
C  -1.786  1.075  4.800  0.18
C  -0.733  -7.005  -3.381  -0.24
C  1.525  5.213  7.481  -0.48
C  2.163  2.813  2.771  1.56
C  8.233  1.129  1.209  -0.52
C  0.047  -0.398  4.689  0.53
C  2.389  6.997  -4.272  -0.51
C  2.330  6.600  -2.818  0.45
H  8.576  1.489  3.326  0.32
H  4.303  2.426  3.300  0.25
H  -1.185  -7.948  -3.704  0.18
H  3.043  1.993  4.559  0.37
H  0.883  -6.209  0.089  0.33
H  2.940  5.807  2.320  -0.23
H  -2.888  -3.536  -9.151  0.29
H  -2.720  -0.631  -8.259  0.22
H  -3.214  0.906  -4.496  0.18
H  2.205  2.648  0.547  0.31
H  -6.095  -6.769  -0.579  0.28
H  -1.764  -4.312  -4.940  0.10
H  -0.531  0.866  3.038  -0.45
H  -1.551  3.441  3.254  0.00
H  -2.480  -6.118  2.063  0.02
H  -0.268  4.618  2.788  0.16
H  1.839  4.171  7.440  0.30
H  -1.604  -0.536  3.346  0.33
H  -5.580  -9.050  -0.155  0.26
H  -7.203  -6.652  0.803  0.26
H  2.401  5.838  7.673  0.27
H  1.434  5.971  5.431  0.24
H  -0.826  1.198  -1.441  -0.24
H  3.805  6.195  -5.754  0.34
H  -2.291  -0.562  -1.987  0.26
H  -0.956  5.652  -1.007  -0.23
H  5.013  6.107  -3.629  0.28
H  -0.106  -7.418  0.935  0.29
H  -0.601  -2.482  -7.430  0.23
H  -2.454  -4.389  1.600  0.31
H  -5.249  -9.767  2.069  0.29
H  1.292  2.138  2.698  -0.81
H  6.970  0.789  2.951  0.24
H  2.872  7.973  -4.353  0.28
H  -1.663  -2.360  -9.630  0.37
H  -1.694  2.380  -2.469  0.04
H  0.184  4.800  5.856  -0.22
H  9.247  1.509  1.064  0.26
H  -1.319  2.057  4.914  -0.45
H  -4.156  -1.589  -8.736  0.31
H  -1.672  0.914  6.967  0.38
H  -6.636  -8.823  2.691  0.27
H  -2.377  -0.510  6.175  0.25
H  3.206  0.956  3.110  0.37
H  3.747  3.035  1.328  0.08
H  -0.142  -5.568  2.534  0.37
H  6.343  1.353  0.144  0.26
H  -1.163  -4.149  -7.633  0.27
H  3.553  5.577  0.073  -0.22
H  -3.002  -0.835  -4.237  0.29
H  8.241  0.061  0.990  0.33
H  -1.090  6.753  6.223  0.27
H  -0.122  -4.382  1.227  0.26
H  7.705  2.210  -0.605  0.31
H  -1.378  -5.063  -2.742  0.12
H  4.412  4.442  -3.754  0.33
H  -2.720  -6.139  -3.119  0.44
H  -2.283  -5.921  -5.517  0.32
H  2.599  5.051  -5.163  0.27
H  -2.827  1.229  4.514  0.46
H  1.393  7.028  -4.707  0.28
H  0.884  4.099  -1.428  -0.02
H  -0.299  -7.144  -2.399  0.14
H  -3.469  0.749  -2.067  0.43
H  0.329  7.702  6.762  0.29
H  -7.275  -9.053  0.338  0.34
H  -1.971  4.940  2.383  0.48

One molecule with the formula C3H3NO4, computed with the ωB97M-V functional and the def2-TZVPD basis.

Properties
total energy = -12837.04506 eV
ΔE to the lowest compared entry with this formula, charge and spin = 316.3 kJ/mol
HOMO-LUMO gap = 10.874 eV
SMILES = O=C[C@@H]1ONC(=O)O1
total charge = 0
strongest force on any atom = 2.9 eV Å⁻¹

Last column: natural (NBO) charge in e.
Atoms and positions in Å:
O  0.560  2.029  1.781  -0.45
O  0.258  0.253  -1.096  -0.36
O  -0.712  -0.222  0.890  -0.45
O  -2.077  -1.904  0.227  -0.55
N  -0.297  -1.091  -1.171  -0.39
C  0.489  0.203  0.249  0.23
C  -1.129  -1.176  0.044  0.85
C  0.908  1.540  0.728  0.39
H  -0.705  -1.130  -2.099  0.41
H  1.485  2.147  0.020  0.13
H  1.222  -0.649  0.426  0.18

C24H13BrCl3F4O4PPdS as an isolated structure, computed with the ωB97M-V functional and the def2-TZVPD basis.

Properties
total energy = -175346.55940 eV
ΔE to the lowest compared entry with this formula, charge and spin = 29.0 kJ/mol
HOMO-LUMO gap (spin up / spin down) = 5.019 / 5.019 eV
total charge = +2
strongest force on any atom = 0.7 eV Å⁻¹

Last column: natural (NBO) charge in e.
Atoms and positions in Å:
Pd  -0.365  -0.161  -0.056  0.54
Br  -0.558  -2.354  -1.499  0.25
Cl  0.930  -1.660  2.042  2.53
Cl  0.173  4.884  1.126  0.16
Cl  2.216  0.196  -0.844  0.17
S  -0.322  1.992  0.189  0.52
P  -2.619  -0.187  0.091  1.48
F  -5.555  -4.163  1.283  -0.24
F  -1.719  -5.067  -1.253  -0.26
F  -4.936  -1.546  1.287  -0.28
F  -3.932  -5.925  0.002  -0.23
O  1.148  -0.232  2.136  -0.88
O  0.988  -2.319  3.275  -0.72
O  1.778  -2.202  1.036  -0.80
O  -0.508  -1.764  1.515  -0.89
C  -2.537  1.351  3.806  -0.20
C  -4.462  -3.753  0.679  0.29
C  -4.032  1.806  -3.752  -0.12
C  -3.440  1.986  -1.427  -0.12
C  3.833  3.550  0.475  0.01
C  1.480  3.880  0.703  0.07
C  -2.183  0.675  2.650  -0.12
C  1.254  2.539  0.217  -0.36
C  3.656  2.260  -0.039  -0.24
C  -4.644  1.990  2.805  -0.19
C  -4.306  1.329  1.637  -0.15
C  2.761  4.360  0.834  -0.25
C  -2.169  -2.859  -0.612  -0.01
C  -4.124  -2.405  0.684  0.45
C  -3.831  2.581  -2.612  -0.21
C  -2.489  -4.194  -0.633  0.29
C  2.391  1.764  -0.169  0.05
C  -3.072  0.677  1.566  -0.51
C  -3.759  2.007  3.878  -0.13
C  -3.462  -0.176  -2.523  -0.15
C  -3.855  0.430  -3.705  -0.19
C  -3.252  0.601  -1.380  -0.51
C  -3.638  -4.650  0.022  0.35
C  -2.982  -1.937  0.049  -0.59
H  2.925  5.358  1.215  0.28
H  -3.338  -1.251  -2.494  0.23
H  -5.603  2.483  2.884  0.25
H  -3.993  3.649  -2.647  0.24
H  -1.862  1.355  4.651  0.25
H  4.840  3.931  0.590  0.26
H  -4.032  2.529  4.786  0.25
H  -5.002  1.293  0.810  0.24
H  4.510  1.664  -0.328  0.27
H  -1.246  0.137  2.597  0.24
H  -4.028  -0.172  -4.586  0.25
H  -3.325  2.595  -0.537  0.22
H  -4.340  2.278  -4.675  0.25

One molecule with the formula C17H13Br2F3N4O3, computed with the ωB97M-V functional and the def2-TZVPD basis.

Properties
total energy = -178179.93392 eV
HOMO-LUMO gap = 7.457 eV
SMILES = O=C(NC[C@@H]1CCCO1)c1nn2c(C(F)(F)F)cc(-c3ccc(Br)o3)nc2c1Br
total charge = 0
strongest force on any atom = 1.5 eV Å⁻¹

Last column: natural (NBO) charge in e.
Atoms and positions in Å:
Br  0.426  -7.688  -5.026  0.12
Br  -1.370  -2.036  2.391  0.15
F  0.754  -0.689  -4.764  -0.31
F  1.461  0.511  -3.126  -0.30
F  -0.603  0.618  -3.728  -0.30
O  -1.188  1.098  2.526  -0.61
O  0.464  5.606  2.180  -0.53
O  0.107  -5.452  -3.474  -0.40
N  -0.252  -0.985  -1.337  -0.13
N  -0.717  2.413  0.734  -0.60
N  -0.560  -3.266  -0.705  -0.38
N  -0.331  0.224  -0.826  -0.28
C  -0.868  -1.284  0.769  -0.19
C  0.593  4.295  1.675  0.10
C  -0.894  1.231  1.355  0.64
C  -0.574  -1.984  -0.403  0.28
C  -0.231  -3.620  -1.929  0.20
C  -0.519  -6.105  -1.425  -0.21
C  0.469  5.569  3.602  -0.07
C  -0.356  -7.253  -2.222  -0.32
C  1.384  3.524  2.734  -0.43
C  0.089  -1.340  -2.601  0.13
C  -0.226  -5.025  -2.228  0.20
C  -0.800  3.672  1.424  -0.26
C  0.024  -6.786  -3.451  0.20
C  0.869  4.149  4.031  -0.44
C  0.426  -0.220  -3.556  0.97
C  -0.704  0.070  0.450  0.05
C  0.109  -2.659  -2.932  -0.25
H  1.189  6.320  3.942  0.18
H  -1.299  3.486  2.378  0.23
H  1.625  4.160  4.813  0.22
H  0.004  3.596  4.397  0.21
H  2.450  3.715  2.609  0.21
H  -0.429  2.400  -0.233  0.42
H  0.375  -2.980  -3.925  0.26
H  -1.395  4.378  0.838  0.21
H  -0.496  -8.276  -1.942  0.25
H  -0.523  5.845  3.979  0.17
H  -0.812  -6.056  -0.398  0.25
H  1.122  4.370  0.718  0.18
H  1.205  2.453  2.686  0.23

A 2-piece molecular cluster, C2H2N2OS overall, computed with the ωB97M-V functional and the def2-TZVPD basis.

Properties
total energy = -17963.68445 eV
ΔE to the lowest compared entry with this formula, charge and spin = 510.6 kJ/mol
HOMO-LUMO gap (spin up / spin down) = 8.308 / 8.306 eV
total charge = 0
strongest force on any atom = 5.3 eV Å⁻¹

Last column: natural (NBO) charge in e.
Atoms and positions in Å:
S  0.856  1.514  0.422  1.20
O  -0.051  2.678  0.232  -0.85
N  2.380  -2.494  0.359  -0.48
N  -1.266  0.030  -0.338  -0.76
C  1.569  -1.700  0.284  0.11
C  0.033  0.147  0.119  -0.03
H  -1.557  0.282  -1.216  0.41
H  -1.963  -0.457  0.137  0.41

C49H38N3O3S3Ti as an isolated structure, computed with the ωB97M-V functional and the def2-TZVPD basis.

Properties
total energy = -117653.33806 eV
HOMO-LUMO gap (spin up / spin down) = 7.614 / 7.772 eV
multiplicity = 2
total charge = +2
strongest force on any atom = 2.6 eV Å⁻¹

Last column: Mulliken charge in e.
Atoms and positions in Å:
Ti  15.544  11.139  10.798  0.27
S  13.475  11.841  13.373  1.15
S  15.710  9.300  9.244  -0.53
S  17.014  12.039  13.400  0.63
O  17.119  11.473  11.941  -0.07
O  14.610  9.671  11.760  0.20
O  14.255  12.160  12.127  -0.29
N  14.662  12.510  9.346  0.58
N  17.279  11.938  9.395  0.40
N  14.620  8.391  11.421  0.35
C  15.020  12.426  15.521  0.33
C  10.763  11.968  13.710  -0.91
C  19.447  11.618  8.524  -1.02
C  15.734  13.236  16.467  0.29
C  9.261  13.492  12.642  0.81
C  13.397  12.840  9.343  -0.21
C  17.137  13.417  18.389  -0.92
C  9.485  12.436  13.524  -0.88
C  13.869  6.252  11.960  -1.11
C  21.345  12.632  14.318  1.02
C  22.800  12.938  14.522  -1.71
C  10.354  14.075  12.056  -1.34
C  18.547  11.575  9.534  -0.02
C  13.010  9.125  17.528  -0.86
C  14.958  8.600  15.593  0.61
C  20.430  13.632  14.582  -1.05
C  11.853  12.538  13.046  0.43
C  16.838  12.380  8.229  0.42
C  15.530  14.638  16.435  0.93
C  19.061  13.415  14.331  -0.32
C  13.926  14.386  14.563  -0.69
C  14.605  15.201  15.482  -1.41
C  14.313  7.532  16.269  -1.03
C  7.884  14.026  12.377  -1.42
C  18.719  12.162  13.842  0.47
C  13.592  10.180  16.882  -0.91
C  16.957  14.807  18.407  -0.72
C  15.912  8.343  14.600  -0.98
C  13.365  7.776  17.251  -0.64
C  12.680  13.447  8.301  -0.84
C  19.618  11.163  13.508  -0.68
C  20.971  11.425  13.758  -0.96
C  13.976  7.565  12.266  -0.48
C  14.171  12.997  14.602  0.40
C  16.355  10.648  14.357  1.55
C  14.726  13.321  7.156  -0.56
C  19.011  12.043  7.306  -0.63
C  13.372  13.693  7.151  -0.76
C  15.399  10.981  15.318  0.25
C  16.646  9.326  13.994  -0.56
C  17.702  12.446  7.148  -0.86
C  14.448  5.792  10.785  -0.29
C  16.603  12.634  17.412  -0.67
C  15.119  8.017  10.206  0.59
C  11.671  13.604  12.216  -0.55
C  14.680  9.928  15.981  0.15
C  16.212  15.414  17.406  -0.90
C  15.041  6.638  9.888  -0.82
C  15.373  12.781  8.230  0.37
H  19.306  10.245  13.061  0.44
H  17.427  15.340  19.218  0.45
H  7.117  13.411  12.925  0.34
H  12.823  12.478  10.192  0.73
H  12.811  14.029  6.260  0.41
H  7.885  15.046  12.743  0.37
H  12.267  9.275  18.328  0.42
H  14.454  6.492  16.057  0.51
H  10.986  11.183  14.445  0.50
H  21.627  10.634  13.598  0.50
H  16.120  7.291  14.327  0.47
H  20.433  11.287  8.695  0.54
H  10.065  14.875  11.383  0.44
H  16.199  16.497  17.352  0.48
H  15.293  13.438  6.241  0.36
H  13.569  7.978  13.160  0.83
H  12.516  14.106  11.757  1.11
H  23.227  13.397  13.650  0.32
H  14.314  16.249  15.540  0.48
H  13.312  11.204  17.155  0.59
H  19.715  12.124  6.488  0.44
H  15.382  6.269  8.906  0.46
H  18.364  14.211  14.462  0.59
H  13.023  6.967  17.897  0.43
H  13.133  14.735  13.919  0.59
H  11.599  13.661  8.421  0.45
H  23.412  12.045  14.690  0.37
H  7.709  13.942  11.314  0.37
H  22.935  13.643  15.340  0.42
H  16.829  11.565  17.370  0.54
H  20.806  14.535  15.000  0.46
H  13.285  5.586  12.522  0.54
H  17.347  9.111  13.182  0.32
H  17.367  12.825  6.218  0.46
H  18.890  11.320  10.527  0.35
H  8.664  12.009  14.004  0.45
H  14.365  4.766  10.508  0.43
H  17.776  13.009  19.169  0.43